No. 1
Entry from the Open Molecules 2025 dataset: a gas-phase ion, C3H4BrO3 (charge -1) in a non-equilibrium geometry (the ωB97M-V functional and the def2-TZVPD basis).

## Properties
Energy relative to the best compared isomer or geometry (same formula, charge and spin): 77.77 kJ/mol
E: -79362.6893 eV
SMILES: C[C@@]([O-])(Br)OC=O
Gap between HOMO and LUMO: 0.31436 hartree
Net charge: -1
Largest force on an atom: 3.78 eV/Å

Geometry as XYZ:
```
11
C3H4BrO3 (the ωB97M-V functional and the def2-TZVPD basis)
C -1.2689 -0.9335 -0.3357
C -0.1897 -0.2746 0.4353
O -0.3088 -0.1818 1.6456
Br 1.6492 -1.6844 0.0293
O 0.2481 0.8821 -0.3978
C 1.2432 1.5812 0.0113
O 1.4726 2.6736 -0.4006
H -1.1299 -1.1724 -1.4262
H -2.1496 -0.1776 -0.4544
H -1.6388 -1.8860 0.1832
H 2.0725 1.1735 0.7100
```

Let us look at the Mulliken charges, expressed in e, one per atom:
1. C -0.984
2. C 0.595
3. O -0.620
4. Br -0.601
5. O -0.287
6. C 0.315
7. O -0.538
8. H 0.317
9. H 0.278
10. H 0.274
11. H 0.250

***

No. 2
Entry from the Open Molecules 2025 dataset: a molecular structure, C3H4CaO4 in a non-equilibrium geometry (the ωB97M-V functional and the def2-TZVPD basis).

## Properties
Energy relative to the best compared isomer or geometry (same formula, charge and spin): 471.42 kJ/mol
E: -29799.4572 eV
Gap between HOMO and LUMO (spin up / spin down): 0.14066 / 0.12867 hartree
Net charge: -1
Largest force on an atom: 4.28 eV/Å
2S+1: 2

Geometry as XYZ:
```
12
C3H4CaO4 (the ωB97M-V functional and the def2-TZVPD basis)
O -1.4634 -1.6859 0.5016
C -1.1331 -0.8035 1.3586
C 0.1459 -0.2214 -0.7753
O -1.6655 -0.3476 2.3505
O 0.2541 -0.9880 1.4387
C 0.9486 -0.3482 0.3453
H 0.0588 0.7721 -1.2348
H 0.0981 -1.0143 -1.5262
H 1.4263 0.5042 0.8376
Ca -0.2701 -3.0547 2.4449
O 0.5884 3.2031 -2.6875
H 1.0118 3.9840 -3.0535
```

Let us look at the Mulliken charges, expressed in e, one per atom:
1. O -0.629
2. C 0.665
3. C -0.371
4. O -0.583
5. O -0.274
6. C -0.301
7. H 0.324
8. H 0.176
9. H 0.284
10. Ca 0.698
11. O -1.117
12. H 0.128

***

What did the first record say?
Entry from the Open Molecules 2025 dataset: a gas-phase ion, C3H4BrO3 (charge -1) in a non-equilibrium geometry (the ωB97M-V functional and the def2-TZVPD basis).

## Properties
Energy relative to the best compared isomer or geometry (same formula, charge and spin): 77.77 kJ/mol
E: -79362.6893 eV
SMILES: C[C@@]([O-])(Br)OC=O
Gap between HOMO and LUMO: 0.31436 hartree
Net charge: -1
Largest force on an atom: 3.78 eV/Å

Geometry as XYZ:
```
11
C3H4BrO3 (the ωB97M-V functional and the def2-TZVPD basis)
C -1.2689 -0.9335 -0.3357
C -0.1897 -0.2746 0.4353
O -0.3088 -0.1818 1.6456
Br 1.6492 -1.6844 0.0293
O 0.2481 0.8821 -0.3978
C 1.2432 1.5812 0.0113
O 1.4726 2.6736 -0.4006
H -1.1299 -1.1724 -1.4262
H -2.1496 -0.1776 -0.4544
H -1.6388 -1.8860 0.1832
H 2.0725 1.1735 0.7100
```

Let us look at the Mulliken charges, expressed in e, one per atom:
1. C -0.984
2. C 0.595
3. O -0.620
4. Br -0.601
5. O -0.287
6. C 0.315
7. O -0.538
8. H 0.317
9. H 0.278
10. H 0.274
11. H 0.250